(1)
C5H8N2O2 | ωB97M-V/def2-TZVPD

Values from the calculation:
HOMO: -11.39 eV
Relative energy (zero: lowest compared OMol25 entry of this formula, charge and spin): 173.5 kcal per mole
HOMO-LUMO gap: 0.333 Eh
LUMO: -2.33 eV

The geometry in ORCA input format:
```
! RIJCOSX wB97M-V def2-TZVPD def2/J DEFGRID3
* xyz 0 1
C -1.284 1.547 -0.083
C 0.906 0.683 1.613
C -0.128 -0.460 -1.929
C 1.062 -0.218 0.362
C -0.184 -0.413 -0.428
N -1.566 2.660 -0.014
N -1.157 -1.203 0.228
O -2.218 -1.443 -0.307
O -0.865 -1.632 1.312
H 1.853 0.825 2.068
H 0.566 1.536 1.185
H 0.121 0.240 2.283
H -0.997 0.094 -2.281
H 0.797 0.106 -2.223
H -0.077 -1.500 -2.261
H 1.746 0.300 -0.314
H 1.424 -1.121 0.790
*
```

Per-atom natural (NBO) charges, elementary charge units: atom 1 (C): 0.125, atom 2 (C): -0.563, atom 3 (C): -0.697, atom 4 (C): -0.523, atom 5 (C): 0.417, atom 6 (N): -0.445, atom 7 (N): 0.425, atom 8 (O): -0.335, atom 9 (O): -0.341, atom 10 (H): 0.216, atom 11 (H): 0.220, atom 12 (H): 0.229, atom 13 (H): 0.280, atom 14 (H): 0.240, atom 15 (H): 0.252, atom 16 (H): 0.224, atom 17 (H): 0.274

=====

(2)
C3H11NOS2 | ωB97M-V/def2-TZVPD

Values from the calculation:
HOMO (spin up / spin down): -14.17 / -12.84 eV
Relative energy (zero: lowest compared OMol25 entry of this formula, charge and spin): 66.8 kcal per mole
HOMO-LUMO gap (spin up / spin down): 0.357 / 0.160 Eh
LUMO (spin up / spin down): -4.44 / -8.50 eV

The geometry in ORCA input format:
```
! RIJCOSX wB97M-V def2-TZVPD def2/J DEFGRID3
* xyz 1 2
S 0.413 1.988 -1.677
S 0.378 -0.084 -1.691
C -0.225 -0.475 -0.069
C 0.407 0.257 1.158
N -0.115 -0.036 2.507
C -1.383 0.693 2.910
H 1.113 2.396 -0.534
H -1.298 -0.388 0.108
H -0.080 -1.516 -0.012
H 0.670 1.393 0.937
H 1.423 -0.337 1.084
H -0.299 -1.145 2.446
H -1.385 1.710 2.785
H -1.274 0.640 4.030
H -2.084 0.158 2.339
H -0.761 -3.383 0.442
H -0.223 -3.492 -0.985
O -0.057 -3.637 -0.037
*
```

Per-atom natural (NBO) charges, elementary charge units: atom 1 (S): 0.024, atom 2 (S): 0.499, atom 3 (C): -0.643, atom 4 (C): -0.242, atom 5 (N): -0.463, atom 6 (C): -0.431, atom 7 (H): 0.178, atom 8 (H): 0.271, atom 9 (H): 0.270, atom 10 (H): 0.217, atom 11 (H): 0.253, atom 12 (H): 0.376, atom 13 (H): 0.219, atom 14 (H): 0.250, atom 15 (H): 0.204, atom 16 (H): 0.458, atom 17 (H): 0.477, atom 18 (O): -0.916

=====

(3)
C35H57B2Cl2N5O25Tl | ωB97M-V/def2-TZVPD

Values from the calculation:
HOMO: -1.34 eV
HOMO-LUMO gap: 0.120 Eh
LUMO: 1.93 eV

The geometry in ORCA input format:
```
! RIJCOSX wB97M-V def2-TZVPD def2/J DEFGRID3
* xyz -3 1
Tl -3.248 -23.890 -16.350
N -2.021 -21.553 -19.381
O -2.364 -20.356 -19.231
O -1.116 -21.826 -20.188
O -2.472 -22.430 -18.674
N -0.365 -21.235 -16.011
O 0.159 -21.621 -17.029
O -1.106 -22.066 -15.521
O -0.144 -20.153 -15.611
Cl -0.312 -24.975 -17.849
Cl -3.880 -20.346 -16.392
O -2.033 -24.439 -13.759
C -0.850 -24.553 -13.492
O 0.043 -25.020 -14.309
B 1.381 -24.577 -13.839
O 1.173 -24.184 -12.395
C -0.124 -24.220 -12.123
O -0.662 -23.944 -11.070
O 1.863 -23.559 -14.763
C 2.626 -24.049 -15.749
O 3.065 -23.500 -16.804
C 2.995 -25.482 -15.349
O 2.428 -25.679 -14.128
O 3.728 -26.285 -15.871
O -4.550 -28.150 -20.143
C -4.110 -27.013 -20.412
O -3.486 -26.644 -21.472
B -2.909 -25.329 -21.234
O -3.736 -24.686 -20.162
C -4.426 -25.692 -19.652
O -4.867 -25.747 -18.539
O -2.761 -24.486 -22.458
C -1.521 -24.086 -22.733
O -1.204 -23.320 -23.708
C -0.664 -24.731 -21.685
O -1.472 -25.400 -20.780
O 0.517 -24.434 -21.520
C -5.760 -27.961 -13.343
C -4.459 -27.264 -13.371
C -3.352 -28.132 -12.610
C -2.973 -29.360 -13.377
C -2.437 -28.857 -14.661
C -3.383 -28.025 -15.583
N -4.044 -26.970 -14.794
O -4.993 -26.253 -15.496
C -2.522 -27.403 -16.769
C -4.407 -28.969 -16.332
C -4.523 -25.974 -12.495
H -6.537 -27.384 -13.843
H -5.852 -28.032 -12.260
H -5.898 -28.948 -13.785
H -2.494 -27.496 -12.389
H -3.752 -28.489 -11.661
H -3.808 -30.055 -13.461
H -2.059 -29.722 -12.904
H -2.233 -29.790 -15.185
H -1.540 -28.237 -14.671
H -3.129 -27.075 -17.613
H -2.011 -26.585 -16.262
H -1.896 -28.205 -17.161
H -5.041 -29.658 -15.775
H -5.158 -28.514 -16.978
H -3.835 -29.746 -16.839
H -5.161 -26.173 -11.634
H -5.089 -25.214 -13.034
H -3.502 -25.621 -12.349
H -5.457 -26.975 -15.927
C -5.196 -20.371 -12.948
C -4.586 -20.418 -11.463
C -5.286 -19.488 -10.410
C -6.647 -20.020 -9.839
C -6.352 -21.366 -9.180
C -5.735 -22.392 -10.185
N -4.581 -21.820 -10.963
O -4.064 -22.818 -11.797
C -5.294 -23.585 -9.302
C -6.868 -22.870 -11.104
C -3.171 -19.906 -11.591
H -6.259 -20.602 -13.017
H -4.617 -21.040 -13.585
H -4.969 -19.400 -13.388
H -4.633 -19.436 -9.538
H -5.483 -18.506 -10.842
H -7.389 -20.154 -10.627
H -7.102 -19.241 -9.227
H -7.208 -21.708 -8.599
H -5.460 -21.262 -8.562
H -5.567 -23.298 -8.287
H -5.673 -24.575 -9.553
H -4.204 -23.604 -9.340
H -7.409 -22.167 -11.738
H -6.381 -23.573 -11.779
H -7.719 -23.384 -10.658
H -3.006 -18.831 -11.519
H -2.930 -20.162 -12.623
H -2.482 -20.365 -10.882
H -3.119 -22.721 -11.662
C -8.934 -22.543 -14.644
C -8.656 -23.739 -15.496
C -9.771 -24.181 -16.495
C -10.121 -23.218 -17.575
C -8.885 -22.953 -18.379
C -7.609 -22.583 -17.573
N -7.485 -23.412 -16.371
O -6.265 -23.272 -15.709
C -6.319 -22.796 -18.490
C -7.601 -21.109 -17.052
C -8.412 -24.845 -14.454
H -9.544 -22.693 -13.753
H -9.428 -21.759 -15.218
H -8.017 -22.127 -14.225
H -9.583 -25.192 -16.858
H -10.698 -24.375 -15.956
H -10.412 -22.253 -17.160
H -11.000 -23.655 -18.050
H -9.195 -22.055 -18.913
H -8.705 -23.624 -19.219
H -6.175 -23.827 -18.812
H -6.423 -22.325 -19.467
H -5.385 -22.554 -17.982
H -7.040 -20.896 -16.141
H -7.049 -20.522 -17.786
H -8.541 -20.561 -17.000
H -9.351 -25.119 -13.972
H -7.682 -24.719 -13.655
H -8.009 -25.715 -14.971
H -6.442 -22.506 -15.158
*
```

These are the Löwdin partial charges, in e, on atoms 1 to 99: atom 1 (Tl): 0.944, atom 2 (N): -0.582, atom 3 (O): 0.019, atom 4 (O): 0.087, atom 5 (O): -0.087, atom 6 (N): -0.648, atom 7 (O): 0.133, atom 8 (O): -0.047, atom 9 (O): 0.108, atom 10 (Cl): 0.032, atom 11 (Cl): -0.218, atom 12 (O): 0.010, atom 13 (C): -0.381, atom 14 (O): 0.211, atom 15 (B): -0.790, atom 16 (O): 0.215, atom 17 (C): -0.359, atom 18 (O): 0.106, atom 19 (O): 0.204, atom 20 (C): -0.327, atom 21 (O): 0.084, atom 22 (C): -0.382, atom 23 (O): 0.151, atom 24 (O): 0.116, atom 25 (O): 0.077, atom 26 (C): -0.373, atom 27 (O): 0.255, atom 28 (B): -0.841, atom 29 (O): 0.225, atom 30 (C): -0.394, atom 31 (O): 0.076, atom 32 (O): 0.196, atom 33 (C): -0.333, atom 34 (O): 0.044, atom 35 (C): -0.348, atom 36 (O): 0.132, atom 37 (O): 0.119, atom 38 (C): -0.053, atom 39 (C): -0.459, atom 40 (C): -0.137, atom 41 (C): -0.208, atom 42 (C): -0.150, atom 43 (C): -0.432, atom 44 (N): -0.112, atom 45 (O): -0.082, atom 46 (C): -0.042, atom 47 (C): -0.039, atom 48 (C): -0.019, atom 49 (H): 0.073, atom 50 (H): 0.080, atom 51 (H): 0.071, atom 52 (H): 0.118, atom 53 (H): 0.110, atom 54 (H): 0.114, atom 55 (H): 0.114, atom 56 (H): 0.112, atom 57 (H): 0.132, atom 58 (H): 0.057, atom 59 (H): 0.016, atom 60 (H): 0.091, atom 61 (H): 0.052, atom 62 (H): 0.075, atom 63 (H): 0.080, atom 64 (H): 0.074, atom 65 (H): 0.072, atom 66 (H): 0.067, atom 67 (H): 0.069, atom 68 (C): -0.031, atom 69 (C): -0.462, atom 70 (C): -0.119, atom 71 (C): -0.184, atom 72 (C): -0.163, atom 73 (C): -0.467, atom 74 (N): -0.104, atom 75 (O): 0.001, atom 76 (C): -0.024, atom 77 (C): -0.048, atom 78 (C): -0.046, atom 79 (H): 0.055, atom 80 (H): 0.037, atom 81 (H): 0.067, atom 82 (H): 0.107, atom 83 (H): 0.111, atom 84 (H): 0.093, atom 85 (H): 0.093, atom 86 (H): 0.114, atom 87 (H): 0.104, atom 88 (H): 0.061, atom 89 (H): 0.073, atom 90 (H): 0.085, atom 91 (H): 0.055, atom 92 (H): 0.062, atom 93 (H): 0.080, atom 94 (H): 0.083, atom 95 (H): 0.084, atom 96 (H): 0.088, atom 97 (H): 0.093, atom 98 (C): -0.053, atom 99 (C): -0.465

=====

(4)
C40H82F4N9O12S4 | ωB97M-V/def2-TZVPD

Values from the calculation:
HOMO: -5.62 eV
Relative energy (zero: lowest compared OMol25 entry of this formula, charge and spin): 0.0 kcal per mole
HOMO-LUMO gap: 0.116 Eh
LUMO: -2.46 eV

The geometry in ORCA input format:
```
! RIJCOSX wB97M-V def2-TZVPD def2/J DEFGRID3
* xyz 1 1
C 0.490 5.520 -5.631
C -0.692 4.728 -6.366
N -2.055 5.263 -6.273
C -2.956 5.384 -7.287
C -4.072 5.903 -6.740
N -3.810 6.366 -5.462
C -2.599 5.835 -5.141
C -4.672 6.982 -4.515
H 1.417 5.187 -6.096
H 0.464 5.225 -4.582
H 0.338 6.599 -5.655
H -0.777 3.692 -6.037
H -0.264 4.646 -7.366
H -2.678 4.918 -8.220
H -5.014 6.134 -7.216
H -2.159 5.856 -4.155
H -5.666 6.959 -4.962
H -4.197 7.951 -4.362
H -4.707 6.274 -3.687
C 9.639 2.652 -2.529
C 10.851 1.970 -1.877
N 10.754 0.498 -2.186
C 11.836 -0.326 -2.433
C 11.296 -1.505 -2.894
N 9.972 -1.434 -2.904
C 9.622 -0.224 -2.431
C 8.945 -2.377 -3.441
H 9.415 2.285 -3.531
H 9.835 3.724 -2.563
H 8.746 2.499 -1.923
H 11.076 2.114 -0.821
H 11.724 2.320 -2.428
H 12.859 0.000 -2.549
H 11.671 -2.420 -3.326
H 8.617 0.134 -2.264
H 9.450 -3.099 -4.084
H 8.354 -1.921 -4.236
H 8.387 -2.735 -2.576
C 4.262 -5.392 4.906
C 2.827 -5.766 4.442
C 1.890 -6.099 5.621
N 0.380 -6.217 5.344
C 0.120 -7.289 4.243
C -0.357 -4.840 5.048
C -1.628 -4.905 5.825
C -1.689 -6.186 6.530
C -0.330 -6.665 6.632
H 4.751 -6.319 5.208
H 4.138 -4.838 5.836
H 4.783 -4.878 4.099
H 2.918 -6.416 3.572
H 2.431 -4.828 4.055
H 1.992 -5.558 6.561
H 2.122 -7.104 5.974
H -0.948 -7.508 4.231
H 0.669 -8.199 4.486
H 0.535 -6.900 3.314
H -0.553 -4.828 3.976
H 0.208 -3.961 5.359
H -2.565 -4.893 5.268
H -1.669 -4.101 6.559
H -2.245 -6.898 5.920
H -2.277 -6.113 7.445
H -0.182 -7.744 6.672
H 0.044 -6.180 7.534
C -1.696 -3.814 -9.365
C -2.476 -5.073 -9.203
C -3.944 -4.827 -8.620
N -4.430 -6.287 -8.055
C -4.543 -7.400 -9.152
C -3.564 -6.767 -6.922
C -4.492 -6.931 -5.751
C -5.847 -7.148 -6.362
C -5.902 -6.232 -7.484
H -0.735 -3.839 -9.878
H -1.418 -3.411 -8.391
H -2.327 -3.079 -9.864
H -1.849 -5.703 -8.572
H -2.597 -5.579 -10.161
H -4.668 -4.366 -9.293
H -4.027 -4.117 -7.797
H -5.440 -7.123 -9.706
H -4.600 -8.286 -8.519
H -3.684 -7.618 -9.787
H -2.907 -7.579 -7.235
H -2.856 -6.013 -6.578
H -4.238 -7.776 -5.111
H -4.513 -6.056 -5.102
H -5.928 -8.195 -6.654
H -6.673 -6.952 -5.679
H -6.732 -6.342 -8.182
H -6.072 -5.224 -7.106
C 0.184 8.745 7.017
C -0.846 7.714 7.520
C -0.945 6.499 6.622
N -2.195 5.670 6.922
C -2.664 5.569 8.423
C -1.902 4.239 6.486
C -3.298 3.823 5.945
C -3.984 4.990 5.183
C -3.383 6.155 5.990
H 0.282 9.616 7.664
H -0.052 9.048 5.997
H 1.181 8.347 6.828
H -1.874 8.076 7.543
H -0.456 7.399 8.488
H -0.105 5.832 6.816
H -0.895 6.824 5.583
H -1.801 5.327 9.044
H -3.364 4.733 8.405
H -3.218 6.478 8.654
H -1.494 3.669 7.321
H -1.204 4.190 5.650
H -3.988 3.463 6.709
H -3.135 3.044 5.201
H -5.072 5.002 5.240
H -3.716 4.931 4.128
H -4.152 6.639 6.592
H -3.121 6.891 5.229
N 2.780 -0.316 -1.580
S 1.764 0.300 -0.728
O 1.574 -0.390 0.499
O 0.647 1.015 -1.249
F 2.711 1.501 -0.286
S 1.660 -1.543 -2.051
O 0.655 -1.114 -3.031
O 1.241 -2.542 -1.084
F 2.610 -2.359 -3.011
N -7.860 -1.766 -0.630
S -7.742 -2.490 0.667
O -7.477 -1.614 1.846
O -7.031 -3.782 0.625
F -9.285 -3.100 0.693
S -6.270 -1.141 -0.661
O -5.130 -1.894 -0.154
O -6.121 0.262 -0.684
F -6.227 -1.330 -2.253
C 4.016 0.482 8.489
C 3.270 0.234 9.722
O 2.863 -0.906 10.106
O 3.114 1.127 10.495
H 4.933 -0.108 8.507
H 4.359 1.513 8.407
H 3.461 0.211 7.591
C 2.541 9.153 0.252
C 1.884 10.318 -0.589
O 2.596 11.254 -1.109
O 0.684 10.192 -0.840
H 3.583 9.007 -0.032
H 1.998 8.209 0.199
H 2.506 9.484 1.290
*
```

These are the Löwdin partial charges, in e, on atoms 1 to 99: atom 1 (C): -0.037, atom 2 (C): -0.145, atom 3 (N): -0.047, atom 4 (C): -0.012, atom 5 (C): -0.013, atom 6 (N): -0.103, atom 7 (C): 0.048, atom 8 (C): 0.021, atom 9 (H): 0.078, atom 10 (H): 0.074, atom 11 (H): 0.083, atom 12 (H): 0.128, atom 13 (H): 0.116, atom 14 (H): 0.143, atom 15 (H): 0.138, atom 16 (H): 0.177, atom 17 (H): 0.110, atom 18 (H): 0.124, atom 19 (H): 0.116, atom 20 (C): -0.068, atom 21 (C): -0.119, atom 22 (N): -0.036, atom 23 (C): 0.015, atom 24 (C): -0.036, atom 25 (N): -0.093, atom 26 (C): 0.000, atom 27 (C): 0.050, atom 28 (H): 0.087, atom 29 (H): 0.090, atom 30 (H): 0.082, atom 31 (H): 0.135, atom 32 (H): 0.123, atom 33 (H): 0.140, atom 34 (H): 0.143, atom 35 (H): 0.169, atom 36 (H): 0.100, atom 37 (H): 0.105, atom 38 (H): 0.113, atom 39 (C): -0.079, atom 40 (C): -0.223, atom 41 (C): -0.122, atom 42 (N): -0.205, atom 43 (C): 0.051, atom 44 (C): -0.038, atom 45 (C): -0.174, atom 46 (C): -0.216, atom 47 (C): -0.129, atom 48 (H): 0.074, atom 49 (H): 0.080, atom 50 (H): 0.084, atom 51 (H): 0.110, atom 52 (H): 0.107, atom 53 (H): 0.139, atom 54 (H): 0.125, atom 55 (H): 0.105, atom 56 (H): 0.106, atom 57 (H): 0.102, atom 58 (H): 0.134, atom 59 (H): 0.144, atom 60 (H): 0.138, atom 61 (H): 0.134, atom 62 (H): 0.117, atom 63 (H): 0.145, atom 64 (H): 0.141, atom 65 (H): 0.151, atom 66 (C): -0.113, atom 67 (C): -0.239, atom 68 (C): -0.020, atom 69 (N): -0.189, atom 70 (C): 0.046, atom 71 (C): -0.131, atom 72 (C): -0.143, atom 73 (C): -0.195, atom 74 (C): -0.115, atom 75 (H): 0.086, atom 76 (H): 0.086, atom 77 (H): 0.081, atom 78 (H): 0.103, atom 79 (H): 0.104, atom 80 (H): 0.126, atom 81 (H): 0.125, atom 82 (H): 0.104, atom 83 (H): 0.099, atom 84 (H): 0.100, atom 85 (H): 0.139, atom 86 (H): 0.131, atom 87 (H): 0.133, atom 88 (H): 0.136, atom 89 (H): 0.126, atom 90 (H): 0.144, atom 91 (H): 0.139, atom 92 (H): 0.137, atom 93 (C): -0.082, atom 94 (C): -0.232, atom 95 (C): -0.142, atom 96 (N): -0.217, atom 97 (C): 0.064, atom 98 (C): -0.087, atom 99 (C): -0.153

=====

Number 1: E_tot -455.0821 Ha. Number 2: E_tot -1046.8579 Ha. Number 3: E_tot -4665.0374 Ha. Number 4: E_tot -4960.3439 Ha.